Record 1
Here is the ion C2H5N4S with charge -1 at a distorted geometry from OMol25. Energies are from wB97M-V/def2-TZVPD.

```
12
Properties=species:S:1:pos:R:3:mulliken_charge:R:1
C -0.277 0.204 0.519 0.329
C -0.639 1.412 -0.383 -1.220
N 0.503 -1.647 -0.618 -0.696
N 1.070 -0.091 0.937 -0.625
N -0.698 -1.014 -0.293 -0.202
N 1.443 -1.127 0.096 0.672
S 3.003 -1.655 0.024 -0.556
H -1.032 0.406 1.479 0.137
H 0.017 1.377 -1.321 0.256
H -0.429 2.479 0.157 0.249
H -1.617 1.331 -0.727 0.390
H -1.345 -1.676 0.130 0.266
```

Output
gap between HOMO and LUMO (alpha / beta): 0.271 / 0.271 hartree
energy: -696.3335 Eh
total charge: -1
LUMO energy (alpha / beta): 4.16 / 4.16 eV


Record 2
Here is the molecule C2H5N5 at a distorted geometry from OMol25. Energies are from wB97M-V/def2-TZVPD.

```
12
Properties=species:S:1:pos:R:3:mulliken_charge:R:1
N -0.083 0.692 -0.740 -0.275
C -0.976 -0.171 -0.180 0.682
C 0.898 -0.246 -0.019 -0.120
N 2.140 0.283 0.268 -0.445
N -2.185 0.138 0.338 -0.367
N -0.686 -1.496 -0.644 -0.560
N 0.605 -1.505 -0.482 -0.193
H -0.081 1.645 -0.387 0.258
H 2.676 0.619 -0.525 0.214
H 2.705 -0.302 0.864 0.271
H -2.727 -0.654 0.653 0.288
H -2.286 0.998 0.855 0.246
```

Output
gap between HOMO and LUMO (alpha / beta): 0.249 / 0.251 hartree
energy: -352.8408 Eh
total charge: 0
LUMO energy (alpha / beta): 0.08 / 0.11 eV


Record 3
Here is a structure of composition C2H5N5 at a distorted geometry from OMol25. Energies are from wB97M-V/def2-TZVPD.

```
12
Properties=species:S:1:pos:R:3:mulliken_charge:R:1
C 1.541 0.593 0.849 -0.710
C -0.381 -0.107 -0.416 0.374
H 2.484 0.718 0.167 0.223
H 1.942 0.469 1.973 0.276
H 0.863 1.456 0.933 0.295
H 0.889 -1.597 0.764 0.267
H -2.042 -1.838 -0.223 0.342
N 0.626 -0.557 0.483 -0.262
N -0.437 0.970 -0.846 -0.080
N -1.622 0.967 -1.492 -0.385
N -2.387 -0.085 -1.344 -0.234
N -1.476 -0.988 -0.847 -0.106
```

Output
gap between HOMO and LUMO: 0.358 hartree
energy: -352.8375 Eh
total charge: 0
LUMO energy: 0.63 eV


Record 4
Here is a structure of composition C2H5N5O at a distorted geometry from OMol25. Energies are from wB97M-V/def2-TZVPD.

```
13
Properties=species:S:1:pos:R:3:mulliken_charge:R:1
C -0.993 0.526 -0.079 0.581
C 1.068 1.325 0.064 0.073
H -1.956 -1.554 0.098 0.307
H -3.578 -0.476 -0.452 0.248
H 1.913 1.872 0.526 0.381
H 2.849 -1.196 -0.751 0.286
H 2.358 -1.151 0.933 0.288
N -2.837 -0.542 0.169 -0.470
N -2.245 0.617 -0.285 -0.294
N -0.171 1.703 0.084 -0.491
N 1.285 0.009 -0.444 0.156
N 2.434 -0.545 0.004 -0.566
O -0.125 -0.589 0.133 -0.498
```

Output
gap between HOMO and LUMO: 0.299 hartree
energy: -427.9987 Eh
total charge: 0
LUMO energy: -0.03 eV